--- one ---
Entry from the Open Molecules 2025 dataset: a 14-piece molecular cluster, C42H98N14O14 overall (ωB97M-V/def2-TZVPD).

Geometry as XYZ:
```
168
Properties=species:S:1:pos:R:3
C -4.554 5.972 0.474
O -5.205 6.917 0.072
N -4.556 4.734 -0.066
C -3.652 3.722 0.440
C -5.307 4.414 -1.251
H -3.934 6.022 1.384
H -4.128 2.736 0.378
H -3.496 3.797 1.516
H -2.738 3.620 -0.136
H -5.998 3.590 -1.054
H -5.976 5.231 -1.522
H -4.685 4.221 -2.125
C -0.564 5.179 2.181
O -0.555 5.516 3.347
N -0.709 6.031 1.137
C -0.835 7.456 1.285
C -0.932 5.517 -0.202
H -0.497 4.138 1.825
H -0.284 7.706 2.193
H -1.843 7.859 1.447
H -0.486 7.998 0.406
H -0.789 4.464 -0.412
H -1.873 5.856 -0.659
H -0.259 6.135 -0.816
C -1.206 0.639 0.419
O -1.180 1.818 0.757
N -0.333 0.107 -0.452
C -0.313 -1.309 -0.659
C 0.822 0.906 -0.868
H -1.918 -0.065 0.870
H -0.332 -1.674 -1.693
H -1.216 -1.802 -0.296
H 0.528 -1.808 -0.165
H 1.691 0.633 -0.263
H 1.062 0.634 -1.896
H 0.616 1.959 -0.715
C 6.131 -0.717 0.360
O 7.200 -1.136 0.763
N 5.873 0.574 0.063
C 4.538 1.021 -0.270
C 6.938 1.540 0.094
H 5.248 -1.358 0.207
H 4.515 1.799 -1.028
H 3.984 1.365 0.612
H 3.920 0.182 -0.598
H 7.909 1.060 0.201
H 6.983 2.199 -0.772
H 6.886 2.161 0.996
C -0.956 0.495 -4.307
O -1.720 -0.386 -3.935
N -0.786 1.687 -3.718
C 0.295 2.593 -4.115
C -1.675 2.093 -2.649
H -0.277 0.344 -5.165
H 0.839 2.284 -4.998
H 0.963 2.810 -3.279
H -0.243 3.545 -4.209
H -2.398 2.790 -3.091
H -2.283 1.236 -2.375
H -1.188 2.564 -1.801
C 2.827 -0.430 -3.855
O 3.094 0.669 -3.384
N 3.229 -0.816 -5.085
C 2.751 -2.038 -5.693
C 3.987 0.055 -5.950
H 2.277 -1.182 -3.273
H 2.361 -2.753 -4.971
H 3.613 -2.521 -6.163
H 1.957 -1.843 -6.418
H 3.961 1.070 -5.557
H 5.006 -0.309 -6.076
H 3.505 0.166 -6.926
C 2.284 5.091 -0.332
O 2.049 5.570 -1.418
N 3.400 5.285 0.422
C 3.451 4.700 1.747
C 4.534 6.044 -0.033
H 1.539 4.494 0.219
H 2.482 4.479 2.203
H 3.874 5.435 2.433
H 3.922 3.714 1.706
H 4.613 6.990 0.515
H 5.420 5.466 0.250
H 4.561 6.287 -1.090
C -3.653 -1.990 -1.632
O -3.024 -2.974 -1.303
N -4.440 -1.221 -0.841
C -4.762 -1.580 0.526
C -4.967 0.007 -1.401
H -3.646 -1.671 -2.688
H -3.956 -2.155 0.983
H -5.677 -2.177 0.533
H -4.922 -0.695 1.140
H -4.274 0.407 -2.139
H -5.929 -0.104 -1.916
H -5.170 0.781 -0.662
C 2.215 -3.776 2.075
O 2.299 -4.867 2.627
N 3.183 -3.212 1.350
C 3.124 -1.823 0.910
C 4.399 -3.949 1.080
H 1.259 -3.229 2.044
H 2.260 -1.285 1.278
H 3.093 -1.876 -0.188
H 4.089 -1.339 1.063
H 4.896 -3.582 0.182
H 5.111 -3.813 1.899
H 4.229 -5.015 0.958
C -1.670 -3.498 2.641
O -1.729 -2.326 2.292
N -1.098 -3.891 3.790
C -0.783 -5.276 4.040
C -0.600 -3.007 4.824
H -2.030 -4.300 1.981
H -0.721 -5.544 5.094
H 0.185 -5.559 3.610
H -1.497 -5.977 3.599
H -0.862 -1.960 4.684
H -1.078 -3.250 5.778
H 0.474 -3.139 4.960
C -2.179 -6.206 -0.716
O -2.936 -7.102 -0.398
N -0.883 -6.171 -0.307
C -0.127 -4.920 -0.443
C -0.130 -7.284 0.263
H -2.404 -5.307 -1.305
H 0.087 -4.529 0.553
H -0.818 -4.253 -0.957
H 0.817 -5.042 -0.975
H 0.628 -7.514 -0.492
H 0.352 -6.944 1.179
H -0.761 -8.158 0.391
C 1.770 1.136 2.757
O 2.680 1.343 1.952
N 1.950 0.759 4.018
C 0.855 0.501 4.936
C 3.261 0.598 4.605
H 0.749 1.337 2.406
H -0.100 0.509 4.411
H 0.824 1.294 5.687
H 0.995 -0.461 5.427
H 3.477 -0.361 5.066
H 4.037 0.815 3.867
H 3.447 1.423 5.302
C -2.978 0.904 3.900
O -2.643 2.052 4.115
N -3.998 0.265 4.522
C -4.182 -1.152 4.283
C -4.734 0.850 5.634
H -2.450 0.236 3.197
H -3.748 -1.483 3.336
H -5.253 -1.348 4.222
H -3.675 -1.831 4.978
H -4.246 1.782 5.924
H -5.729 1.139 5.305
H -4.651 0.239 6.530
C -0.706 -3.708 -3.952
O 0.418 -3.242 -3.953
N -1.359 -4.271 -4.987
C -0.788 -4.223 -6.300
C -2.672 -4.841 -4.822
H -1.354 -3.646 -3.060
H -1.421 -3.753 -7.057
H -0.526 -5.225 -6.660
H 0.161 -3.690 -6.295
H -2.965 -4.770 -3.777
H -3.401 -4.265 -5.405
H -2.775 -5.855 -5.212
```

Values from the calculation:
Orbital gap ... 9.16 eV
LUMO energy ... 0.380 eV
HOMO ... -8.8 eV

Atom charges from the Mulliken analysis, given in e for atoms 1 to 5:
1 C 0.1443
2 O -0.6387
3 N 0.1977
4 C -0.3251
5 C -0.9191


--- two ---
Entry from the Open Molecules 2025 dataset: a 14-piece molecular cluster, C42H98N14O14 overall (ωB97M-V/def2-TZVPD).

Geometry as XYZ:
```
168
Properties=species:S:1:pos:R:3
C 0.133 -4.841 0.762
O 0.362 -5.554 -0.182
N 0.894 -4.677 1.845
C 0.374 -3.846 2.922
C 2.269 -5.379 1.912
H -0.767 -4.225 0.917
H 0.485 -4.490 3.795
H -0.619 -3.405 2.828
H 1.094 -3.037 3.043
H 2.418 -6.266 1.297
H 2.978 -4.574 1.717
H 2.477 -5.664 2.944
C 2.702 -1.352 6.635
O 1.689 -1.021 7.283
N 3.612 -2.164 7.049
C 4.781 -2.305 6.132
C 3.746 -2.620 8.423
H 2.787 -1.175 5.552
H 4.566 -2.612 5.109
H 5.346 -3.184 6.441
H 5.575 -1.560 6.182
H 4.583 -2.203 8.982
H 2.802 -2.627 8.968
H 4.168 -3.624 8.465
C 0.697 3.591 -4.848
O 0.022 2.636 -4.387
N 1.424 3.423 -5.937
C 2.507 4.391 -6.235
C 1.354 2.246 -6.716
H 0.862 4.535 -4.307
H 2.616 4.488 -7.316
H 3.442 3.991 -5.844
H 2.343 5.408 -5.878
H 0.632 1.494 -6.397
H 1.383 2.570 -7.757
H 2.270 1.655 -6.729
C -1.165 -5.570 -5.062
O -1.361 -6.566 -5.808
N -0.368 -5.574 -3.989
C 0.198 -4.366 -3.468
C 0.097 -6.870 -3.438
H -1.505 -4.570 -5.372
H 1.039 -3.922 -4.001
H 0.444 -4.485 -2.413
H -0.606 -3.631 -3.498
H 1.178 -6.947 -3.552
H 0.035 -6.778 -2.353
H -0.185 -7.851 -3.820
C 4.098 4.492 -0.436
O 4.913 4.705 -1.311
N 3.794 5.370 0.545
C 2.817 4.957 1.545
C 4.347 6.696 0.570
H 3.534 3.548 -0.384
H 1.923 5.562 1.696
H 3.380 4.771 2.460
H 2.330 4.023 1.268
H 3.631 7.401 0.147
H 4.657 6.880 1.599
H 5.251 6.771 -0.035
C -5.514 -3.862 4.649
O -5.743 -4.771 5.444
N -4.309 -3.616 4.088
C -4.218 -2.461 3.177
C -3.085 -4.274 4.457
H -6.352 -3.211 4.353
H -3.976 -2.849 2.187
H -3.507 -1.663 3.391
H -5.125 -1.884 2.997
H -2.725 -4.807 3.576
H -2.407 -3.480 4.767
H -3.256 -4.884 5.344
C 0.699 1.623 -1.062
O 1.440 2.210 -0.347
N 0.176 0.408 -0.831
C -0.801 -0.207 -1.777
C 0.453 -0.526 0.217
H 0.274 2.115 -1.951
H -1.768 0.043 -1.343
H -0.812 -1.278 -1.978
H -0.955 0.325 -2.716
H 1.016 -0.130 1.063
H -0.454 -0.905 0.689
H 0.958 -1.355 -0.277
C -1.555 7.801 -0.750
O -1.184 8.392 0.288
N -1.090 6.560 -1.068
C -1.472 5.931 -2.292
C -0.101 5.782 -0.230
H -2.336 8.078 -1.475
H -1.805 4.942 -1.977
H -0.618 5.723 -2.936
H -2.188 6.482 -2.902
H -0.618 5.008 0.337
H 0.691 5.361 -0.849
H 0.288 6.446 0.542
C 2.594 -0.926 -2.905
O 2.181 -2.039 -2.830
N 3.420 -0.509 -1.960
C 3.989 0.790 -1.927
C 4.097 -1.391 -0.981
H 2.435 -0.147 -3.667
H 4.838 0.788 -2.611
H 4.286 1.185 -0.955
H 3.377 1.541 -2.427
H 5.006 -1.723 -1.484
H 4.499 -0.772 -0.179
H 3.578 -2.278 -0.618
C -3.527 -2.247 -0.480
O -2.605 -3.013 -0.154
N -3.941 -2.143 -1.811
C -3.375 -2.767 -2.944
C -4.866 -1.016 -2.081
H -4.015 -1.515 0.183
H -2.712 -3.580 -2.649
H -2.780 -2.067 -3.530
H -4.119 -3.213 -3.604
H -4.557 -0.161 -2.682
H -5.737 -1.453 -2.569
H -5.132 -0.548 -1.133
C 3.899 0.965 2.235
O 4.508 1.987 2.472
N 4.519 -0.240 2.423
C 5.872 -0.284 2.799
C 3.811 -1.559 2.655
H 2.834 0.968 1.957
H 5.868 0.058 3.834
H 6.335 0.473 2.166
H 6.461 -1.199 2.728
H 3.603 -2.116 1.742
H 4.386 -2.288 3.227
H 2.852 -1.326 3.117
C -0.198 0.281 3.819
O 0.972 -0.091 4.011
N -0.566 1.589 3.622
C 0.406 2.626 3.604
C -1.954 1.886 3.338
H -1.116 -0.326 3.867
H 0.421 3.115 4.578
H 0.308 3.513 2.976
H 1.395 2.196 3.446
H -2.337 2.685 3.973
H -2.017 2.178 2.289
H -2.636 1.075 3.595
C -2.785 -1.570 -6.997
O -2.755 -2.704 -6.547
N -1.920 -0.611 -6.636
C -2.134 0.699 -7.263
C -0.923 -0.742 -5.600
H -3.495 -1.300 -7.794
H -2.258 1.482 -6.515
H -3.040 0.630 -7.865
H -1.310 0.964 -7.926
H -0.979 -1.728 -5.139
H 0.116 -0.524 -5.848
H -1.198 -0.028 -4.823
C -5.814 0.877 2.529
O -4.760 0.716 1.882
N -6.542 1.980 2.371
C -7.807 2.150 3.160
C -6.220 3.049 1.387
H -6.235 0.215 3.301
H -7.981 1.364 3.894
H -8.587 1.939 2.428
H -8.099 3.089 3.631
H -5.917 3.914 1.976
H -5.350 2.748 0.804
H -7.073 3.291 0.753
```

Values from the calculation:
Orbital gap ... 8.04 eV
LUMO energy ... -0.056 eV
HOMO ... -8.1 eV

Atom charges from the Mulliken analysis, given in e for atoms 1 to 5:
1 C 0.4003
2 O -0.6918
3 N 0.1622
4 C -0.0937
5 C -0.9358


The structure with the least stability is two.


--- one ---
Entry from the Open Molecules 2025 dataset: an isolated ion of composition C4H7BrNS and charge +1 (ωB97M-V/def2-TZVPD).

Geometry as XYZ:
```
14
Properties=species:S:1:pos:R:3
C -0.621 0.876 -0.142
C 0.421 1.763 -0.158
C 2.530 -0.008 -0.363
C -1.830 -1.187 0.259
N -0.624 -0.303 0.460
S 2.041 1.466 0.314
Br 4.198 -0.714 0.023
H -1.601 0.953 -0.601
H 0.215 2.721 -0.719
H 1.750 -0.698 -0.969
H -2.726 -0.681 -0.255
H -1.660 -1.979 -0.338
H -2.024 -1.523 1.294
H -0.070 -0.687 1.195
```

Values from the calculation:
Charge ... +1
Orbital gap (spin up / spin down) ... 6.76 / 6.76 eV
LUMO energy (spin up / spin down) ... -6.015 / -6.017 eV
HOMO (spin up / spin down) ... -12.8 / -12.8 eV

Atom charges from the Mulliken analysis, given in e for atoms 1 to 5:
1 C 0.2243
2 C -0.5274
3 C -0.0764
4 C -0.8461
5 N -0.2007


--- two ---
Entry from the Open Molecules 2025 dataset: an isolated ion of composition C4H7BrNS and charge +1 (ωB97M-V/def2-TZVPD).

Geometry as XYZ:
```
14
Properties=species:S:1:pos:R:3
C -1.190 2.184 -0.267
C -1.503 0.807 0.026
C 0.865 0.881 0.512
C -0.119 -1.144 -0.508
N -0.330 0.003 0.411
S 0.455 2.589 -0.089
Br -3.196 -0.001 0.034
H -1.927 2.901 -0.564
H 1.203 0.978 1.543
H 1.678 0.506 -0.112
H -1.063 -1.668 -0.662
H 0.247 -0.789 -1.470
H 0.603 -1.835 -0.077
H -0.527 -0.403 1.335
```

Values from the calculation:
Charge ... +1
Orbital gap ... 9.04 eV
SMILES ... C[N@H+]1CSC=C1Br
LUMO energy ... -3.687 eV
HOMO ... -12.7 eV

Atom charges from the Mulliken analysis, given in e for atoms 1 to 5:
1 C -0.0584
2 C -0.2360
3 C -0.5265
4 C -0.8922
5 N 0.1014


The structure with the least stability is one.


--- one ---
Entry from the Open Molecules 2025 dataset: a 2-piece molecular cluster, C8H13N2O2 overall (ωB97M-V/def2-TZVPD).

Geometry as XYZ:
```
25
Properties=species:S:1:pos:R:3
C -0.971 -1.514 -0.515
C -1.045 -2.051 0.716
C 0.447 -0.410 0.853
C -1.530 -1.692 -1.877
C -1.231 -0.297 -2.452
C 0.096 0.135 -1.727
C 0.536 2.433 1.943
C 1.575 1.350 1.864
N 0.022 -0.512 -0.392
N 2.484 1.663 0.994
O -0.274 -1.320 1.551
O -1.827 -3.075 1.195
H -0.903 -2.421 -2.463
H -2.561 -2.116 -1.899
H -0.896 -0.367 -3.507
H -2.007 0.527 -2.245
H 0.955 -0.220 -2.192
H 0.166 1.144 -1.658
H 0.788 2.959 2.850
H 0.649 3.156 1.138
H -0.505 2.091 1.938
H 2.000 0.868 2.734
H 3.302 1.108 1.111
H 2.189 2.057 0.130
H -1.457 -3.496 1.909
```

Values from the calculation:
Charge ... +1
Orbital gap ... 9.13 eV
LUMO energy ... -3.216 eV
HOMO ... -12.3 eV

Atom charges from the Mulliken analysis, given in e for atoms 1 to 5:
1 C 0.1507
2 C 0.1008
3 C -0.0278
4 C -0.5361
5 C -0.5688


--- two ---
Entry from the Open Molecules 2025 dataset: C8H13N2O2 as an isolated structure (ωB97M-V/def2-TZVPD).

Geometry as XYZ:
```
25
Properties=species:S:1:pos:R:3
C 1.939 0.534 -1.259
C 1.270 -0.448 0.408
C 2.466 -0.026 -0.104
C 3.754 0.186 0.566
C -1.844 -0.397 -1.532
C -1.653 -1.046 0.980
C -1.481 1.408 0.294
C -1.214 -0.128 -0.180
N 0.755 0.400 -1.668
N 0.199 -0.230 -0.479
O -1.021 -2.300 0.863
O -0.475 2.230 -0.230
H 1.204 -0.867 1.355
H 4.481 -0.122 -0.140
H 3.993 -0.539 1.377
H 3.989 1.253 0.702
H -1.095 -0.902 -2.247
H -2.269 0.598 -1.899
H -2.614 -1.114 -1.433
H -2.741 -0.953 1.066
H -1.204 -0.566 1.890
H -1.553 1.469 1.403
H -2.464 1.413 -0.227
H -1.666 -2.968 0.519
H -0.756 3.116 -0.025
```

Values from the calculation:
Charge ... +1
Orbital gap ... 6.52 eV
LUMO energy ... -7.431 eV
HOMO ... -14.0 eV

Atom charges from the Mulliken analysis, given in e for atoms 1 to 5:
1 C 0.2621
2 C -0.2336
3 C 0.2800
4 C -1.2246
5 C -1.0675


The structure with the least stability is two.